Computed, not measured: 17 unconnected molecules or ions with the total composition C87H120F12O30 in a non-equilibrium geometry, with ωB97M-V with the def2-TZVPD basis set.

Calculated values
LUMO energy = 0.2831 eV
E_HOMO = -8.8917 eV
electronic energy = -6842.26888 hartree

```
! RIJCOSX wB97M-V def2-TZVPD def2/J DEFGRID3
* xyz 0 1
C -3.55 -2.98 -2.04
C -4.91 -3.15 -1.34
O -4.67 -2.18 -0.32
C -3.39 -2.23 0.05
O -2.94 -1.73 1.08
O -2.67 -2.73 -0.93
F -5.07 -4.39 -0.84
H -3.56 -2.15 -2.75
H -3.42 -3.93 -2.57
H -5.72 -2.85 -2.00
C 3.55 0.57 -3.91
C 2.07 0.53 -3.58
O 1.96 -0.88 -3.46
C 2.72 -1.45 -4.40
O 2.54 -2.54 -4.88
O 3.66 -0.57 -4.74
F 1.31 0.82 -4.63
H 4.14 0.54 -3.00
H 3.82 1.48 -4.45
H 1.80 1.06 -2.66
C -1.56 0.68 6.00
C -1.71 -0.81 5.69
O -0.40 -1.14 5.25
C 0.32 0.03 5.03
O 1.50 0.07 4.61
O -0.38 1.09 5.35
F -2.68 -0.94 4.71
H -1.55 0.88 7.07
H -2.46 1.19 5.66
H -2.01 -1.36 6.58
C 3.67 -4.35 0.12
C 4.19 -5.79 -0.19
O 3.31 -6.57 0.59
C 2.32 -5.86 1.13
O 1.37 -6.14 1.85
O 2.46 -4.61 0.86
F 5.43 -5.90 0.25
H 3.54 -3.68 -0.73
H 4.34 -3.80 0.78
H 4.17 -6.02 -1.26
C 4.45 0.02 5.75
C 5.06 0.38 7.20
O 5.60 1.68 6.89
C 4.79 2.30 5.99
O 4.72 3.50 5.73
O 4.11 1.31 5.29
F 5.93 -0.46 7.68
H 3.67 -0.73 5.65
H 5.23 -0.27 5.05
H 4.26 0.50 7.93
C -2.05 -6.11 -5.07
O -1.73 -4.85 -5.62
C -0.81 -4.06 -4.83
C -0.77 -2.55 -5.33
O -2.08 -1.96 -5.18
C -2.19 -0.55 -5.55
C -3.27 0.17 -4.73
O -2.87 0.28 -3.36
C -3.84 0.92 -2.51
H -2.79 -6.04 -4.27
H -1.14 -6.60 -4.73
H -2.55 -6.70 -5.84
H 0.18 -4.48 -4.65
H -1.07 -3.95 -3.78
H -0.61 -2.62 -6.41
H 0.00 -1.97 -4.82
H -2.30 -0.54 -6.64
H -1.22 -0.08 -5.38
H -4.27 -0.27 -4.74
H -3.41 1.22 -5.02
H -3.49 1.95 -2.44
H -3.88 0.38 -1.57
H -4.86 0.90 -2.89
C 2.85 4.58 -4.86
O 3.01 3.78 -3.71
C 3.94 4.34 -2.75
C 3.71 3.87 -1.30
O 3.71 2.44 -1.27
C 3.12 1.84 -0.13
C 3.87 1.99 1.21
O 5.11 1.33 1.16
C 5.90 1.26 2.34
H 3.81 4.68 -5.36
H 2.31 5.52 -4.73
H 2.27 4.04 -5.61
H 3.91 5.42 -2.61
H 4.93 4.05 -3.09
H 2.86 4.29 -0.77
H 4.58 4.20 -0.73
H 3.14 0.76 -0.30
H 2.08 2.07 0.09
H 3.13 1.77 1.98
H 4.05 3.06 1.35
H 6.95 1.08 2.12
H 5.58 0.46 3.00
H 5.73 2.15 2.96
C -6.47 3.75 -1.11
O -5.88 3.89 -2.38
C -6.05 5.17 -2.99
C -5.64 5.23 -4.41
O -4.37 4.63 -4.65
C -3.25 5.18 -4.02
C -2.06 4.15 -4.17
O -1.81 4.02 -5.58
C -0.70 3.20 -5.90
H -6.32 2.75 -0.68
H -7.54 3.94 -1.21
H -6.06 4.50 -0.44
H -5.48 5.92 -2.44
H -7.11 5.39 -2.86
H -5.60 6.29 -4.66
H -6.29 4.67 -5.09
H -3.39 5.22 -2.94
H -3.02 6.17 -4.41
H -2.22 3.22 -3.63
H -1.16 4.61 -3.76
H 0.20 3.38 -5.31
H -0.25 3.38 -6.88
H -1.14 2.22 -5.72
C -0.14 4.23 -0.70
O -0.11 2.90 -0.20
C -0.55 1.95 -1.17
C -0.55 0.55 -0.56
O 0.69 -0.09 -0.83
C 0.83 -1.33 -0.27
C 1.23 -1.28 1.26
O 2.61 -1.67 1.17
C 3.20 -1.50 2.41
H -1.18 4.45 -0.93
H 0.45 4.47 -1.59
H 0.30 4.86 0.07
H -0.05 1.97 -2.14
H -1.60 2.21 -1.33
H -1.38 -0.05 -0.92
H -0.63 0.69 0.51
H 1.58 -1.89 -0.84
H -0.07 -1.93 -0.34
H 0.57 -1.93 1.83
H 1.05 -0.28 1.65
H 2.71 -2.11 3.17
H 3.33 -0.46 2.71
H 4.18 -1.94 2.29
C -6.94 -8.72 5.13
O -5.68 -8.78 4.44
C -5.85 -8.62 3.05
C -4.54 -8.76 2.26
O -3.72 -7.60 2.49
C -2.73 -7.47 1.47
C -1.68 -6.51 1.91
O -2.29 -5.31 2.23
C -1.30 -4.32 2.70
H -7.70 -9.34 4.66
H -7.37 -7.72 5.14
H -6.82 -9.13 6.13
H -6.28 -7.65 2.79
H -6.53 -9.40 2.70
H -4.94 -8.72 1.25
H -4.13 -9.76 2.42
H -2.98 -7.19 0.45
H -2.23 -8.41 1.24
H -1.06 -6.35 1.03
H -1.06 -6.90 2.71
H -0.65 -3.91 1.93
H -0.61 -4.71 3.45
H -1.76 -3.54 3.30
F -1.44 -6.20 -1.41
C -0.25 -6.39 -2.01
C 0.68 -5.32 -2.03
C 1.87 -5.43 -2.71
C 2.30 -6.64 -3.18
C 1.55 -7.80 -3.01
C 0.22 -7.63 -2.46
H 0.34 -4.37 -1.63
H 2.49 -4.56 -2.85
H 3.20 -6.63 -3.78
H 1.84 -8.74 -3.46
H -0.41 -8.51 -2.41
F 0.11 5.80 6.42
C 0.71 5.60 5.21
C 1.06 4.32 4.76
C 1.55 4.15 3.49
C 1.71 5.27 2.63
C 1.46 6.60 3.13
C 0.98 6.73 4.40
H 0.85 3.48 5.41
H 1.80 3.19 3.07
H 2.03 5.12 1.61
H 1.60 7.46 2.50
H 0.68 7.71 4.74
F -6.35 9.54 -0.13
C -5.79 8.39 0.30
C -4.79 7.73 -0.38
C -4.29 6.54 0.14
C -4.66 6.14 1.40
C -5.58 6.87 2.15
C -6.34 7.88 1.49
H -4.57 8.10 -1.37
H -3.48 6.04 -0.36
H -4.15 5.25 1.76
H -5.95 6.59 3.12
H -7.07 8.47 2.03
F 8.79 -3.96 1.21
C 7.83 -3.45 0.38
C 7.03 -2.38 0.75
C 5.99 -1.85 -0.04
C 5.82 -2.45 -1.29
C 6.59 -3.56 -1.72
C 7.49 -4.12 -0.79
H 7.26 -1.91 1.69
H 5.50 -0.93 0.27
H 5.10 -2.06 -2.00
H 6.35 -4.01 -2.68
H 8.07 -4.99 -1.07
F -5.08 2.04 1.45
C -4.20 2.48 2.35
C -4.59 2.56 3.66
C -3.66 3.19 4.51
C -2.49 3.78 4.06
C -2.13 3.61 2.77
C -2.97 2.88 1.90
H -5.59 2.31 3.97
H -3.90 3.39 5.54
H -1.82 4.19 4.80
H -1.21 4.01 2.38
H -2.57 2.79 0.91
F 5.39 -2.52 4.71
C 5.38 -3.87 4.52
C 6.27 -4.37 3.61
C 6.41 -5.80 3.53
C 5.62 -6.61 4.35
C 4.64 -6.08 5.21
C 4.60 -4.68 5.29
H 6.92 -3.74 3.02
H 7.10 -6.24 2.83
H 5.75 -7.68 4.27
H 4.00 -6.66 5.86
H 3.90 -4.18 5.95
F -3.16 8.61 -3.33
C -1.88 8.16 -3.43
C -1.26 8.30 -4.65
C 0.11 8.00 -4.77
C 0.82 7.54 -3.64
C 0.19 7.36 -2.41
C -1.19 7.62 -2.34
H -1.76 8.50 -5.59
H 0.68 8.10 -5.68
H 1.89 7.44 -3.68
H 0.78 7.18 -1.52
H -1.74 7.57 -1.42
*
```